A) Density functional theory data (ωB97M-V with the def2-TZVPD basis set) for a cluster of 2 separate species, C5H17N2O in total.

Calculated values
LUMO	-2.867	eV

The geometry in ORCA input format:
```
! RIJCOSX wB97M-V def2-TZVPD def2/J DEFGRID3
* xyz 1 1
C -1.8129 0.4402 0.0364
C -1.2486 -0.7135 -0.5852
C -0.6285 -1.7111 0.3511
C 0.9578 -1.7417 0.0780
N 1.5427 -0.3514 0.1819
C 1.8845 -0.1291 1.6006
N -0.7199 1.3266 0.7436
H -2.4081 0.1756 0.9402
H -2.3132 1.1383 -0.6369
H -1.9959 -1.1094 -1.4328
H -0.4157 -0.3329 -1.4151
H -0.9367 -2.8317 0.1996
H -0.7866 -1.5050 1.4071
H 1.0907 -2.0869 -0.9269
H 1.4332 -2.4711 0.7820
H 2.3519 -0.3269 -0.3473
H 2.2191 0.9059 1.6405
H 2.6810 -0.6677 2.1125
H 1.0251 -0.3319 2.2262
H -0.7310 1.2902 1.7425
H -0.7705 2.3157 0.3745
H 0.1844 1.1189 0.1903
H 0.1414 1.2924 -2.6842
H -0.3608 2.8284 -2.8215
O -0.1352 2.1129 -2.0894
*
```

=====

B) Density functional theory data (ωB97M-V with the def2-TZVPD basis set) for a cluster of 2 separate species, C5H17N2O in total.

Calculated values
LUMO	-2.928	eV

The geometry in ORCA input format:
```
! RIJCOSX wB97M-V def2-TZVPD def2/J DEFGRID3
* xyz 1 1
N 1.5202 0.6320 -1.2253
C -0.0358 0.6449 -1.2104
C -0.4744 2.0741 -1.0106
C -0.3555 -0.2096 0.0413
N 0.4410 -1.4095 0.0779
C 0.9476 -1.7111 1.4087
C -0.2166 -2.5676 -0.5516
H 1.7100 -0.3506 -0.9273
H 1.8821 0.7474 -2.1677
H 1.8746 1.3078 -0.5565
H -0.2932 0.1645 -2.1435
H -1.5426 2.0642 -0.8187
H 0.0179 2.5607 -0.1847
H -0.3830 2.7027 -1.9069
H -0.2113 0.4295 0.9077
H -1.4482 -0.3219 -0.0246
H 0.2328 -1.5456 2.2175
H 1.2918 -2.7410 1.4619
H 1.7854 -1.0610 1.6588
H 0.5283 -3.3105 -0.8038
H -0.7159 -2.2703 -1.4651
H -0.9378 -3.0282 0.1302
H -2.2955 1.7263 2.4684
H -1.5702 3.0963 2.6208
O -1.7516 2.3766 2.0036
*
```

=====

Which of them is most stable? Easy: B).

=====

A) Density functional theory data (ωB97M-V with the def2-TZVPD basis set) for the ion C5H14NO2 with charge +1.

Calculated values
LUMO	-2.847	eV

The geometry in ORCA input format:
```
! RIJCOSX wB97M-V def2-TZVPD def2/J DEFGRID3
* xyz 1 1
C 0.6033 -1.7896 -0.5465
C 0.9912 -0.3357 -0.2667
O 1.8159 -0.2727 0.8403
O 1.5239 0.2895 -1.3703
N -0.4084 0.3917 0.1317
C -1.4646 0.2102 -0.9453
C -0.9280 -0.0526 1.4683
C -0.0391 1.7881 0.1842
H 0.5317 -2.2439 -1.5428
H -0.2479 -1.9361 0.0725
H 1.3698 -2.4992 -0.2344
H 2.1772 -1.1923 1.0947
H 2.1983 1.0285 -1.0514
H -1.0436 0.5423 -1.8912
H -1.8096 -0.8496 -0.9057
H -2.3067 0.9507 -0.8649
H -0.0670 -0.3374 2.1002
H -1.6438 0.7813 1.8180
H -1.5355 -0.9682 1.4841
H 0.9324 1.9188 0.7425
H 0.2366 2.3092 -0.8586
H -0.8862 2.2669 0.5415
*
```

=====

B) Density functional theory data (ωB97M-V with the def2-TZVPD basis set) for a cluster of 4 separate species, C5H14NO2 in total.

Calculated values
LUMO	-9.245	eV

The geometry in ORCA input format:
```
! RIJCOSX wB97M-V def2-TZVPD def2/J DEFGRID3
* xyz 1 1
C -0.6335 -1.6215 -0.7243
O 0.7591 0.8295 -1.8665
C 0.6339 -1.4421 -0.2475
C 0.9138 -0.6512 0.9869
C 2.3211 -0.1971 1.1275
C 2.7985 0.8742 0.4715
N -3.5795 -0.0057 0.4112
H -0.7998 -2.2745 -1.5967
H -1.4801 -1.0751 -0.3118
H 0.5321 1.2766 -2.6937
H 1.4939 -1.8598 -0.7782
H 0.2031 0.2641 0.8911
H 0.5799 -1.2326 1.8575
H 2.9754 -0.7875 1.7958
H 2.1827 1.4332 -0.2143
H 3.8358 1.1998 0.5720
H -4.2770 0.1924 -0.2938
H -3.9552 0.1267 1.3381
H -2.7782 0.6014 0.2517
H 0.0253 0.9825 -1.1835
H -0.8671 2.1522 0.2318
O -0.8843 1.2146 -0.0249
*
```

=====

C) Density functional theory data (ωB97M-V with the def2-TZVPD basis set) for a cluster of 3 separate species, C5H14NO2 in total.

Calculated values
LUMO	-4.854	eV

The geometry in ORCA input format:
```
! RIJCOSX wB97M-V def2-TZVPD def2/J DEFGRID3
* xyz 1 1
C -2.1233 0.4400 -0.5371
C -1.6363 -0.9431 -0.2155
C -0.0899 -1.0063 -0.1288
C 0.6586 -1.3149 -1.1785
C -0.0243 -1.0884 2.3138
N 0.5174 -0.9817 1.1615
H -1.6177 0.8441 -1.4370
H -3.1867 0.4223 -0.8063
H -2.1180 1.2460 0.1892
H -2.0553 -1.3926 0.6716
H -2.1270 -1.6801 -0.8850
H 0.3781 -1.2937 -2.2043
H 1.6272 -1.8183 -1.1461
H 0.5589 -1.2780 3.2192
H -1.0818 -1.3068 2.4249
H 1.4970 -0.7078 1.0713
H 1.9319 3.2801 1.0048
H 0.9439 3.0323 -0.0389
O 1.4505 2.5403 0.6165
H 1.9616 1.2366 -0.6336
H 2.4458 1.1564 -2.0855
O 2.0897 0.6136 -1.3763
*
```

=====

D) Density functional theory data (ωB97M-V with the def2-TZVPD basis set) for a cluster of 2 separate species, C5H14NO2 in total.

Calculated values
LUMO	-3.408	eV

The geometry in ORCA input format:
```
! RIJCOSX wB97M-V def2-TZVPD def2/J DEFGRID3
* xyz 1 1
C 1.6076 -0.9179 0.6130
O 0.8707 -1.9617 1.1955
C 1.2642 -0.5641 -0.8741
C 0.1329 0.2991 -1.1218
C -1.1412 -0.2018 -0.2838
C -1.8471 -1.3204 -0.4869
N -1.4527 0.6619 0.8583
H 1.4901 -0.1089 1.2587
H 2.7088 -1.0903 0.8485
H 0.6550 -2.7302 0.7928
H 1.0360 -1.5418 -1.2562
H 2.2880 -0.1407 -1.2378
H 0.2276 1.3706 -0.9063
H -0.1062 0.2726 -2.2556
H -1.7178 -1.9802 -1.4665
H -2.6666 -1.6329 0.2437
H -1.0769 1.7213 0.7745
H -1.0716 0.2994 1.7200
H -2.4127 0.9018 1.0901
H -0.1982 3.0387 -0.9429
H 0.9916 3.8118 0.0456
O 0.3698 3.1374 -0.1698
*
```

=====

Which of them is most stable? Easy: A).